112
Properties=species:S:1:pos:R:3:forces:R:3 method="wB97M-V/def2-TZVPD" e_homo_ev="-3.863 / -3.978" multiplicity=4 energy_ev=-113675.257 de_lowest_kj_mol=29.1 s_squared=3.78 orbital_gap_ev="6.200 / 6.312" charge=-1
Cr -0.7058 -0.7214 0.1931 0.66 -1.06 -0.30
C -4.6618 1.8982 2.6214 0.18 -0.10 0.04
C -4.1095 0.9633 1.6056 0.05 -0.18 -0.30
C -4.7103 0.5040 0.4523 0.41 -0.13 0.13
C -3.7351 -0.2679 -0.1943 -0.26 0.27 0.38
N -2.6267 -0.2730 0.5433 -0.34 -0.48 -0.24
N -2.8633 0.4578 1.6362 -0.57 0.44 0.44
B -1.7639 0.6992 2.6662 0.17 -0.37 -0.21
N -1.2515 -0.6652 3.1542 -0.20 0.12 0.93
N -0.7643 -1.5880 2.3125 0.29 -0.10 -0.98
C -0.5124 -2.6972 3.0220 -0.29 0.41 0.50
C -0.8530 -2.4485 4.3678 -0.04 0.23 -0.28
C -1.3132 -1.1532 4.4115 0.10 -0.34 -0.14
C -1.7719 -0.3935 5.6077 -0.02 0.10 -0.16
C 0.0376 -3.9705 2.5547 0.17 -0.38 -0.47
C 0.0571 -5.0716 3.4194 -0.02 0.12 0.00
C 0.6292 -6.2702 3.0395 0.02 -0.08 0.12
C 1.2228 -6.3966 1.7932 -0.01 0.04 -0.09
C 1.2060 -5.3189 0.9265 -0.05 -0.20 0.00
C 0.5983 -4.1319 1.2917 -0.20 -0.09 0.26
N -0.6117 1.4821 2.0359 -0.07 0.79 0.69
N 0.0211 1.0913 0.9238 0.62 -0.02 -0.29
C 0.9234 2.0426 0.6117 -0.33 0.14 0.68
C 0.8434 3.0574 1.5877 -0.11 -0.26 -0.11
C -0.1423 2.6737 2.4614 0.10 -0.17 -0.29
C -0.6504 3.4173 3.6476 -0.08 -0.15 -0.03
C 1.8503 2.0981 -0.5178 0.51 -0.05 -0.67
C 2.6531 3.2370 -0.6704 -0.16 -0.08 0.12
C 3.6025 3.3290 -1.6693 0.10 0.07 -0.01
C 3.7709 2.2901 -2.5684 0.02 -0.01 -0.01
C 2.9634 1.1729 -2.4579 -0.03 0.07 -0.10
C 2.0200 1.0755 -1.4517 -0.17 0.19 0.10
C -3.9735 -0.8965 -1.4946 0.07 -0.19 -0.27
C -3.8812 -2.2670 -1.7121 -0.14 0.08 0.03
C -4.2946 -2.8089 -2.9168 -0.04 -0.07 -0.02
C -4.8115 -1.9975 -3.9109 -0.01 -0.03 -0.10
C -4.8893 -0.6297 -3.7086 -0.05 0.04 -0.11
C -4.4713 -0.0829 -2.5109 0.07 0.10 0.04
H -5.6959 2.1297 2.3796 -0.04 -0.01 -0.01
H -4.6185 1.4704 3.6209 -0.02 0.05 0.11
H -4.0879 2.8231 2.6120 0.01 0.11 0.08
H -5.7095 0.6970 0.1155 -0.15 0.02 -0.08
H -2.2040 1.2975 3.5813 -0.10 0.21 0.28
H -0.7659 -3.1125 5.2031 0.05 -0.09 0.14
H -1.6374 -1.0080 6.4960 0.02 0.00 0.00
H -1.1878 0.5175 5.7186 -0.02 0.12 0.12
H -2.8231 -0.1166 5.5353 -0.04 0.05 0.00
H -0.3695 -4.9967 4.4081 -0.08 0.03 0.06
H 0.6303 -7.1066 3.7269 -0.02 -0.01 0.04
H 1.6968 -7.3261 1.5089 0.04 -0.05 -0.03
H 1.6923 -5.3757 -0.0346 0.04 0.00 -0.14
H 0.5790 -3.3165 0.5972 -0.22 -0.19 0.15
H 1.4172 3.9604 1.6566 0.05 0.08 -0.03
H -0.0812 4.3369 3.7653 0.03 0.01 0.00
H -1.6994 3.6746 3.5124 -0.09 0.05 0.07
H -0.5621 2.8296 4.5606 -0.01 0.01 0.06
H 2.5452 4.0762 -0.0017 -0.04 0.04 0.08
H 4.2251 4.2126 -1.7376 -0.04 0.04 0.00
H 4.5318 2.3487 -3.3344 0.02 0.00 -0.08
H 3.0779 0.3512 -3.1503 0.00 -0.10 -0.05
H 1.4359 0.1774 -1.3744 0.05 0.08 -0.08
H -3.5173 -2.9103 -0.9293 0.06 -0.03 0.16
H -4.2288 -3.8761 -3.0740 0.01 -0.10 0.01
H -5.1635 -2.4273 -4.8379 0.03 -0.05 -0.09
H -5.2904 0.0103 -4.4824 0.01 0.05 -0.05
H -4.5248 0.9852 -2.3469 0.02 0.04 0.03
C -1.0355 -4.5152 -1.6425 -0.08 0.33 0.29
C -0.9475 -3.0074 -1.5202 0.29 -0.12 -1.89
O -1.2029 -2.4916 -0.3899 -0.28 0.48 1.17
C -0.6529 -2.2748 -2.6525 0.02 -0.96 0.55
C -0.6439 -0.8749 -2.7493 -0.05 0.56 0.10
C -0.4280 -0.2958 -4.1242 0.07 0.01 0.25
N -0.8458 -0.0531 -1.7319 -0.20 -1.38 0.42
N -0.8298 1.2386 -2.0894 0.49 1.75 -0.61
C -1.3434 2.2038 -1.3475 -0.51 -0.88 -0.25
O -2.0771 2.1074 -0.3472 -0.21 0.60 0.17
C -0.9764 3.5592 -1.8701 0.08 0.31 0.04
C -1.2841 4.6760 -1.0991 -0.01 -0.19 -0.04
C -0.9009 5.9398 -1.5134 0.00 0.14 0.02
C -0.2026 6.1008 -2.6997 0.06 0.14 -0.02
C 0.0973 4.9916 -3.4781 0.01 0.16 -0.07
C -0.2929 3.7306 -3.0698 0.01 0.00 0.00
H -1.2035 -4.9541 -0.6624 -0.01 -0.06 0.00
H -0.1026 -4.8919 -2.0510 0.11 -0.11 -0.04
H -1.8470 -4.7923 -2.3145 -0.06 -0.02 -0.05
H -0.4678 -2.8282 -3.5607 0.07 -0.03 -0.03
H 0.0579 -1.0216 -4.7710 -0.06 -0.15 -0.02
H 0.1814 0.6020 -4.0464 -0.02 0.02 -0.04
H -1.3865 -0.0114 -4.5568 -0.07 0.12 -0.06
H -1.8190 4.5195 -0.1717 -0.02 -0.03 0.02
H -1.1468 6.8052 -0.9108 0.01 0.04 0.04
H 0.1118 7.0887 -3.0156 -0.01 0.01 -0.01
H 0.6421 5.1200 -4.4048 0.02 -0.03 -0.04
H -0.0696 2.8596 -3.6664 0.06 -0.05 0.02
C 7.4574 1.2927 0.3394 -0.03 -0.06 -0.01
C 6.1620 0.5619 0.1330 0.09 0.02 -0.07
C 6.0232 -0.3374 -0.9179 0.01 0.06 0.09
C 4.8689 -1.0870 -1.0564 -0.15 -0.17 -0.06
C 3.8520 -0.9317 -0.1400 -0.28 -0.46 0.16
C 3.9613 -0.0262 0.8942 -0.03 0.14 0.07
C 5.1080 0.7310 1.0229 0.01 -0.02 -0.06
S 2.5125 -2.1075 0.0105 1.44 -0.30 0.01
O 2.8871 -2.7757 1.2432 -0.28 0.30 -0.21
O 2.4888 -2.9488 -1.1694 -0.11 0.27 0.03
O 1.2929 -1.2790 0.1501 -0.56 0.22 0.09
H 7.8471 1.6782 -0.6013 0.05 0.07 -0.03
H 8.2015 0.6108 0.7545 0.09 0.03 0.02
H 7.3318 2.1178 1.0376 0.04 0.08 0.00
H 6.8399 -0.4693 -1.6139 0.08 0.00 -0.11
H 4.7379 -1.8065 -1.8493 0.09 -0.11 -0.12
H 3.1388 0.0432 1.5892 -0.02 0.16 0.21
H 5.2093 1.4389 1.8336 -0.04 0.08 0.09